Record 1
Molecular formula: C37H59N5O2SSi3TeTi
Method: DFT, the ωB97M-V functional and the def2-TZVPD basis

Values from the calculation:
LUMO (spin up / spin down) in eV: 2.36 / 1.93
Total charge: -1
Relative energy (zero: lowest compared OMol25 entry of this formula, charge and spin) in kJ/mol: 43.6
Spin multiplicity: 4
⟨S²⟩: 3.773
E_HOMO (spin up / spin down) in eV: -3.54 / -4.91

```
109
C37H59N5O2SSi3TeTi the ωB97M-V functional and the def2-TZVPD basis
Ti -0.0178 -0.0007 2.3679
N -2.6593 -0.6439 5.8920
C -1.6130 -0.5366 4.9941
S -1.8513 -1.2241 3.4130
N -0.5452 0.0776 5.3859
N 0.4013 0.1509 4.3797
C 1.6534 0.2702 4.8001
C 2.6616 0.0444 3.8446
C 4.0318 -0.0806 4.1664
C 4.9009 -0.5567 3.2240
C 4.4093 -0.9199 1.9545
C 3.0782 -0.7177 1.6874
N 2.2137 -0.1876 2.5695
H -3.2749 -1.4233 5.7318
H -2.3903 -0.5008 6.8537
H 1.8619 0.4125 5.8540
H 4.3596 0.1632 5.1687
H 5.9512 -0.6769 3.4591
H 5.0505 -1.3467 1.1965
H 2.6488 -0.9681 0.7261
C -2.1326 -0.8497 -0.1608
O -1.1675 0.1857 -0.0125
Si -1.5702 1.7917 0.3153
C -0.4591 2.7568 -0.8611
C -3.3011 2.0899 -0.3719
C -1.2807 2.0129 2.1152
Si -0.0358 3.3292 2.5282
C -0.4532 5.1088 1.9983
C 0.4454 3.5434 4.3417
C 1.6279 2.9934 1.6635
Si -2.9067 2.3341 2.9968
C -3.7737 3.8977 2.3148
C -2.7780 2.7319 4.8413
C -4.2529 1.0055 2.8647
H -2.6760 -1.0281 0.7709
H -1.6101 -1.7653 -0.4376
H -2.8480 -0.5969 -0.9488
H -0.8999 2.7087 -1.8612
H 0.5424 2.3322 -0.9137
H -0.3631 3.8084 -0.5887
H -3.3053 1.7210 -1.4029
H -3.4986 3.1636 -0.4030
H -4.1222 1.6160 0.1638
H -1.1363 5.5774 2.7121
H -0.9126 5.1909 1.0118
H 0.4722 5.6925 1.9915
H -0.3849 3.6354 5.0373
H 1.0345 4.4657 4.3938
H 1.0736 2.7235 4.6889
H 1.6709 3.4885 0.6920
H 1.8720 1.9431 1.4873
H 2.4372 3.3931 2.2825
H -3.0965 4.6150 1.8491
H -4.2690 4.4053 3.1484
H -4.5424 3.6470 1.5817
H -2.5102 3.7801 4.9927
H -2.0745 2.1073 5.3893
H -3.7757 2.5809 5.2656
H -4.1783 0.3659 1.9854
H -5.2178 1.5230 2.8360
H -4.2348 0.3507 3.7349
C 0.5594 -3.5985 2.7602
C 0.3436 -3.0686 1.3439
O 0.2311 -3.8858 0.3947
N 0.3517 -1.7757 1.2318
Te 1.3506 -2.3297 -1.8046
C -0.3810 -2.7125 -2.9594
C -0.8132 -4.0294 -3.1545
C -0.1103 -5.2194 -2.5612
C -1.9195 -4.2581 -3.9707
C -2.6020 -3.2239 -4.5918
C -3.7929 -3.4932 -5.4720
C -2.1698 -1.9253 -4.3633
C -1.0797 -1.6445 -3.5454
C -0.7060 -0.2036 -3.3315
C 2.4040 -1.2582 -3.3214
C 2.6642 -1.8467 -4.5702
C 2.1483 -3.2097 -4.9387
C 3.4238 -1.1557 -5.5105
C 3.9564 0.0979 -5.2470
C 4.7677 0.8327 -6.2792
C 3.7104 0.6561 -4.0030
C 2.9417 0.0082 -3.0387
C 2.7421 0.7328 -1.7325
H 1.3766 -4.3197 2.7086
H -0.3519 -4.1091 3.0713
H 0.7893 -2.8236 3.4895
H 0.3351 -5.0009 -1.5941
H 0.6779 -5.5684 -3.2360
H -0.8181 -6.0387 -2.4257
H -2.2524 -5.2804 -4.1211
H -3.9579 -4.5640 -5.5922
H -3.6573 -3.0586 -6.4645
H -4.7019 -3.0596 -5.0495
H -2.7032 -1.0980 -4.8223
H -1.5881 0.4308 -3.4400
H 0.0404 0.1255 -4.0590
H -0.2908 -0.0409 -2.3363
H 2.2951 -3.9169 -4.1199
H 2.6629 -3.5840 -5.8247
H 1.0764 -3.1921 -5.1489
H 3.6117 -1.6193 -6.4742
H 4.9029 0.2266 -7.1752
H 5.7565 1.0928 -5.8960
H 4.2799 1.7639 -6.5752
H 4.1189 1.6352 -3.7682
H 2.5180 1.7844 -1.9193
H 3.6502 0.7021 -1.1241
H 1.9303 0.3123 -1.1398
```

These are the Mulliken partial charges, in e, on atoms 1 to 4: number 1, Ti, carries -1.000; number 2, N, carries -0.345; number 3, C, carries 0.306; number 4, S, carries -0.562

---

Record 2
Molecular formula: C8H23NSi2
Method: DFT, the ωB97M-V functional and the def2-TZVPD basis

Values from the calculation:
LUMO in eV: -0.45
Relative energy (zero: lowest compared OMol25 entry of this formula, charge and spin) in kJ/mol: 588.2
Spin multiplicity: 1
E_HOMO in eV: -7.70

```
34
C8H23NSi2 the ωB97M-V functional and the def2-TZVPD basis
C -0.5844 0.7944 -3.0816
C -2.4442 0.1527 -1.6983
C -1.3953 2.4451 -1.5577
C 0.2922 -2.3463 0.2927
C 1.2628 -1.8571 -1.9230
C 2.3692 -0.9935 0.1617
C -1.1062 0.9936 -1.6666
C 0.9779 -1.3335 -0.5913
N 1.1990 1.4090 4.3474
Si -0.1320 1.0642 5.4266
Si 0.0738 0.3617 -0.2952
H -0.3520 -0.2575 -3.2578
H -1.4005 0.9221 -3.8233
H 0.4293 1.4101 -3.1436
H -2.5267 -0.5968 -2.5702
H -3.3728 0.8644 -1.6478
H -2.4785 -0.4061 -0.7508
H -0.3874 2.9783 -1.6182
H -2.1664 2.8290 -2.1267
H -1.7972 2.5844 -0.5072
H 0.9832 -3.1991 0.3075
H -0.2773 -2.1436 1.2177
H -0.6070 -2.7977 -0.2509
H 1.7321 -2.8903 -2.0272
H 2.0343 -1.1311 -2.4296
H 0.4560 -2.1007 -2.6310
H 2.9688 -0.1306 -0.2791
H 1.9869 -0.8616 1.2063
H 3.0935 -1.8300 -0.0613
H 1.7879 2.1920 4.3995
H 0.9882 1.2467 3.3577
H -0.6811 -0.1094 4.5734
H 0.2481 0.6882 6.7918
H -1.1740 2.0490 5.8562
```

These are the Mulliken partial charges, in e, on atoms 1 to 4: number 1, C, carries -1.639; number 2, C, carries -1.392; number 3, C, carries -1.963; number 4, C, carries -1.633

---

Record 3
Molecular formula: C4H6O2
Method: DFT, the ωB97M-V functional and the def2-TZVPD basis

Values from the calculation:
LUMO in eV: 0.83
Relative energy (zero: lowest compared OMol25 entry of this formula, charge and spin) in kJ/mol: 190.4
Spin multiplicity: 1
E_HOMO in eV: -10.13

```
12
C4H6O2 the ωB97M-V functional and the def2-TZVPD basis
O 2.3207 -1.3506 0.1129
C 1.3411 -0.7467 0.4864
C 0.3242 -0.1219 -0.4250
C -1.1411 -0.5398 -0.1862
O -1.5594 0.8188 -0.0248
C -0.2003 1.2700 -0.0206
H 1.1254 -0.6275 1.5721
H 0.6343 -0.2129 -1.4669
H -1.6333 -1.0413 -1.0264
H -1.3051 -1.1327 0.7242
H 0.1208 1.5950 0.9803
H -0.0274 2.0896 -0.7259
```

These are the Mulliken partial charges, in e, on atoms 1 to 4: number 1, O, carries -0.468; number 2, C, carries -0.248; number 3, C, carries 0.289; number 4, C, carries -0.431

---

Record 4
Molecular formula: C48H39N4O4PtS2Se
Method: DFT, the ωB97M-V functional and the def2-TZVPD basis

Values from the calculation:
LUMO in eV: -2.46
Total charge: +1
Relative energy (zero: lowest compared OMol25 entry of this formula, charge and spin) in kJ/mol: 9.4
Spin multiplicity: 1
E_HOMO in eV: -9.89

```
99
C48H39N4O4PtS2Se the ωB97M-V functional and the def2-TZVPD basis
Pt -0.8037 -1.1733 -0.7495
O -1.7116 -3.4371 0.5282
N -0.7314 -4.1975 0.5631
N 0.3368 -3.8150 -0.0538
O 0.5451 -2.6443 -0.7009
C 1.4837 -4.6679 0.0020
C 2.7446 -4.1178 -0.1816
C 3.8623 -4.9347 -0.0983
C 3.7247 -6.2893 0.1644
C 2.4563 -6.8294 0.3322
C 1.3308 -6.0278 0.2435
H 2.8398 -3.0636 -0.3954
H 4.8460 -4.5063 -0.2448
H 4.5985 -6.9249 0.2251
H 2.3397 -7.8882 0.5231
H 0.3418 -6.4436 0.3679
C -4.7789 6.4558 -1.9155
C -3.9406 5.2717 -1.5216
C -3.1264 5.3185 -0.3936
C -2.3418 4.2318 -0.0393
C -2.3614 3.0943 -0.8343
C -3.1717 3.0161 -1.9585
C -3.9575 4.1043 -2.2892
S -1.3024 1.7713 -0.3232
O -2.0519 0.5155 -0.8313
C 0.0652 1.9459 -1.4598
C -0.1175 1.6157 -2.8213
C 0.9234 1.7512 -3.6826
C 2.1872 2.2177 -3.2316
C 3.2783 2.3589 -4.1183
C 4.4937 2.7884 -3.6646
C 4.6754 3.0958 -2.3012
C 3.6396 2.9676 -1.4182
C 2.3692 2.5277 -1.8616
C 1.2716 2.3714 -0.9618
C 1.4687 2.6393 0.4957
C 1.3446 3.9588 1.0113
C 1.0520 5.0657 0.1762
C 0.9260 6.3178 0.7070
C 1.0846 6.5270 2.0940
C 1.3672 5.4775 2.9217
C 1.5033 4.1669 2.4045
C 1.7855 3.0637 3.2510
C 1.9046 1.8051 2.7449
C 1.7470 1.6037 1.3577
S 1.6826 -0.0320 0.6356
O 0.2285 -0.4033 0.9428
C 2.6265 -1.0153 1.7695
C 4.0138 -0.9683 1.6838
C 4.7620 -1.8205 2.4734
C 4.1424 -2.7328 3.3316
C 4.9714 -3.6754 4.1597
C 2.7528 -2.7609 3.3866
C 1.9840 -1.9080 2.6057
H -5.0469 7.0580 -1.0485
H -5.6938 6.1435 -2.4173
H -4.2259 7.0963 -2.6062
H -3.1164 6.2082 0.2245
H -1.7173 4.2672 0.8471
H -3.2088 2.1083 -2.5468
H -4.6030 4.0502 -3.1577
H -1.0676 1.2159 -3.1504
H 0.8058 1.4898 -4.7273
H 3.1343 2.1178 -5.1644
H 5.3231 2.8940 -4.3513
H 5.6421 3.4375 -1.9548
H 3.7834 3.2101 -0.3725
H 0.9301 4.9096 -0.8892
H 0.7048 7.1586 0.0619
H 0.9839 7.5254 2.4991
H 1.4923 5.6321 3.9864
H 1.9012 3.2381 4.3137
H 2.1134 0.9608 3.3889
H 4.5009 -0.2819 0.9982
H 5.8441 -1.7929 2.4149
H 5.6361 -3.1244 4.8267
H 5.5949 -4.3016 3.5197
H 4.3439 -4.3275 4.7643
H 2.2596 -3.4731 4.0367
H 0.9020 -1.9477 2.6213
C -3.3994 -5.0326 -2.0390
N -3.9365 -3.8064 -1.4743
C -3.4156 -2.5842 -1.6045
Se -1.9494 -2.0561 -2.6590
N -4.1081 -1.7470 -0.8193
C -5.0717 -2.4488 -0.1104
C -6.0054 -2.0625 0.8382
C -6.8253 -3.0550 1.3438
C -6.7164 -4.3839 0.9164
C -5.7847 -4.7648 -0.0314
C -4.9661 -3.7668 -0.5373
H -2.6610 -4.7768 -2.7917
H -4.2034 -5.6078 -2.4930
H -2.9223 -5.6073 -1.2461
H -3.8312 -0.7809 -0.7048
H -6.0869 -1.0360 1.1703
H -7.5673 -2.8009 2.0883
H -7.3750 -5.1290 1.3416
H -5.6949 -5.7931 -0.3550
```

These are the Mulliken partial charges, in e, on atoms 1 to 4: number 1, Pt, carries 1.274; number 2, O, carries -0.242; number 3, N, carries -0.710; number 4, N, carries 1.201

---

Record 5
Molecular formula: C18H22N2O5S2Y
Method: DFT, the ωB97M-V functional and the def2-TZVPD basis

Values from the calculation:
LUMO in eV: -2.68
Total charge: +1
Relative energy (zero: lowest compared OMol25 entry of this formula, charge and spin) in kJ/mol: 0.0
Spin multiplicity: 1
E_HOMO in eV: -12.08

```
50
C18H22N2O5S2Y the ωB97M-V functional and the def2-TZVPD basis
Y 0.6008 0.4910 0.4942
C 5.3158 -5.8989 2.0812
C 4.8322 -4.5388 1.6661
C 3.5094 -4.3462 1.2646
C 3.0660 -3.1066 0.8453
C 3.9619 -2.0419 0.8325
C 5.2822 -2.2035 1.2259
C 5.7059 -3.4555 1.6408
S 3.4217 -0.4410 0.4012
O 4.4746 0.3386 -0.1579
O 2.2518 -0.6435 -0.5332
N 2.7816 0.2791 1.6621
C 2.1934 -0.4457 2.7007
C 2.8786 -1.0714 3.7371
C 2.1466 -1.6882 4.7309
C 0.7519 -1.6653 4.6902
C 0.1409 -1.0254 3.6372
N 0.8472 -0.4371 2.6603
H 4.4917 -6.5301 2.4090
H 6.0452 -5.8294 2.8871
H 5.8020 -6.3966 1.2399
H 2.8223 -5.1831 1.2708
H 2.0458 -2.9707 0.5126
H 5.9614 -1.3619 1.1889
H 6.7364 -3.5978 1.9414
H 3.9590 -1.0521 3.7442
H 2.6555 -2.1806 5.5493
H 0.1571 -2.1321 5.4610
H -0.9373 -0.9748 3.5479
C -2.2333 -2.2906 -0.1323
C -2.4690 -0.8574 0.2745
O -3.5467 -0.4333 0.6000
O -1.3726 -0.0982 0.3684
H -3.1809 -2.8183 -0.1518
H -1.5570 -2.7721 0.5773
H -1.7659 -2.3221 -1.1168
O 0.4821 2.6793 0.5928
S -0.2945 3.8122 1.3028
C 1.0012 4.6420 2.2711
C 1.4266 5.9095 1.5186
C 1.0581 5.7096 0.0501
C -0.3463 5.1224 0.0768
H 1.7905 3.8921 2.3286
H 0.6124 4.8264 3.2711
H 2.4911 6.0910 1.6544
H 0.8910 6.7704 1.9207
H 1.7427 5.0109 -0.4327
H 1.0782 6.6425 -0.5105
H -0.7058 4.6825 -0.8523
H -1.0855 5.8387 0.4445
```

These are the Mulliken partial charges, in e, on atoms 1 to 4: number 1, Y, carries 1.796; number 2, C, carries -1.470; number 3, C, carries 0.882; number 4, C, carries -0.884